Entry from the Open Molecules 2025 dataset: the ion C3H8N with charge +1 (ωB97M-V/def2-TZVPD).

```
12
Properties=species:S:1:pos:R:3:forces:R:3
C -0.847 1.139 -0.623 0.181 0.282 0.252
C 0.416 0.677 0.089 -0.579 -0.297 0.355
C 0.483 -1.795 0.182 -0.367 0.826 0.340
N 0.259 -0.662 0.725 0.615 -0.565 -0.174
H -0.625 2.161 -0.927 -0.218 -0.043 -0.276
H -1.725 1.178 0.019 0.092 -0.068 0.164
H -1.082 0.525 -1.488 0.096 0.013 -0.133
H 0.673 1.314 0.926 0.040 0.321 -0.023
H 1.259 0.634 -0.586 0.194 -0.151 -0.131
H 0.399 -2.654 0.832 0.041 -0.352 -0.310
H 0.717 -1.825 -0.873 0.118 -0.241 -0.024
H 0.074 -0.692 1.724 -0.213 0.276 -0.041
```
Forces are in eV/Å.

HOMO level: -17.38 eV
calculated total energy: -4723.3587 eV
frontier orbital gap: 12.028 eV
maximum force: 1.0 eV/Å
multiplicity: 1
total charge: +1